(1)
C31H23Cl2F2N3O3Pd | the ωB97M-V functional and the def2-TZVPD basis

Output
Charge ... 0
Frontier orbital gap ... 7.59 eV
Highest occupied orbital energy ... -7.5618 eV
Lowest unoccupied orbital energy ... 0.03 eV
Max |F| ... 0.010 hartree/bohr
Calculated total energy ... -2833.1517 Ha
Relative energy (zero: lowest compared OMol25 entry of this formula, charge and spin) ... 20.5 kcal/mol

Geometry as XYZ:
```
65
Properties=species:S:1:pos:R:3:lowdin_charge:R:1
Pd 1.21 0.61 -1.29 1.006
F 6.01 2.79 -1.89 0.068
C 5.27 1.68 -1.69 -0.270
C 3.90 1.81 -1.58 -0.026
C 3.14 0.67 -1.37 -0.168
C 3.78 -0.58 -1.24 -0.119
C 5.16 -0.64 -1.37 -0.214
F 5.79 -1.83 -1.30 0.068
C 5.94 0.47 -1.61 0.064
C 2.88 -1.71 -0.96 -0.189
C 3.24 -2.97 -0.50 0.008
C 2.26 -3.91 -0.24 -0.039
C 0.93 -3.57 -0.46 -0.039
C 0.63 -2.30 -0.90 -0.085
N 1.57 -1.38 -1.13 0.008
H 3.48 2.80 -1.63 0.103
H 7.01 0.40 -1.72 0.132
H 4.28 -3.20 -0.35 0.110
H 2.52 -4.89 0.13 0.113
H 0.12 -4.26 -0.27 0.105
H -0.39 -1.99 -1.10 0.097
O 1.14 2.82 -1.38 -0.156
C -0.16 3.41 -1.25 -0.156
C -1.04 3.14 -2.45 -0.276
C -2.41 3.31 -2.39 -0.019
C -3.15 3.09 -3.54 -0.057
C -2.49 2.73 -4.71 -0.060
C -1.12 2.61 -4.67 -0.121
N -0.40 2.82 -3.57 0.112
H 1.40 2.97 -2.30 0.083
H -0.05 4.49 -1.13 0.135
H -0.59 3.00 -0.34 0.106
H -2.89 3.59 -1.46 0.121
H -4.23 3.19 -3.52 0.108
H -3.03 2.54 -5.62 0.102
H -0.56 2.33 -5.56 0.110
Cl -3.31 1.90 3.91 0.701
C -1.82 1.12 4.37 -0.577
C -1.20 1.51 5.54 -0.114
C -0.02 0.89 5.92 -0.085
C 0.55 -0.06 5.10 -0.113
C -0.06 -0.41 3.91 -0.576
Cl 0.81 -1.45 2.83 0.749
C -1.30 0.12 3.52 -0.289
N -1.99 -0.20 2.37 0.066
C -2.22 -1.46 1.82 -0.217
C -2.13 -2.61 2.61 -0.056
C -2.38 -3.86 2.07 -0.092
C -2.77 -3.98 0.74 -0.110
C -2.93 -2.83 -0.02 -0.053
C -2.67 -1.56 0.49 -0.159
C -2.88 -0.35 -0.40 -0.054
C -1.56 0.21 -0.90 -0.698
O -0.84 0.85 -0.08 -0.102
O -1.18 -0.08 -2.05 -0.053
H -1.66 2.27 6.15 0.103
H 0.46 1.17 6.85 0.106
H 1.50 -0.51 5.35 0.102
H -2.25 0.59 1.80 0.097
H -1.85 -2.52 3.65 0.108
H -2.29 -4.73 2.69 0.103
H -2.98 -4.95 0.31 0.097
H -3.26 -2.90 -1.05 0.116
H -3.44 0.44 0.12 0.121
H -3.47 -0.67 -1.26 0.116
```

(2)
C31H23Cl6F3NO7RuSi | the ωB97M-V functional and the def2-TZVPD basis

Output
Charge ... -1
Multiplicity ... 5
Frontier orbital gap (spin up / spin down) ... 3.92 / 5.67 eV
Highest occupied orbital energy (spin up / spin down) ... -3.1862 / -6.4459 eV
Lowest unoccupied orbital energy (spin up / spin down) ... 0.73 / -0.77 eV
⟨S²⟩ ... 6.07
Max |F| ... 0.092 hartree/bohr
Calculated total energy ... -5221.6401 Ha
Relative energy (zero: lowest compared OMol25 entry of this formula, charge and spin) ... 62.0 kcal/mol

Geometry as XYZ:
```
73
Properties=species:S:1:pos:R:3:lowdin_charge:R:1
Ru -0.43 -1.18 1.23 1.345
Cl -3.24 0.69 1.70 0.710
C -3.27 -0.69 0.71 -0.706
C -2.21 -1.62 0.52 -0.366
C -2.50 -2.74 -0.26 -0.658
Cl -1.34 -3.89 -0.78 0.769
C -3.81 -3.01 -0.72 -0.683
Cl -4.17 -4.44 -1.65 0.634
C -4.88 -2.12 -0.54 -0.744
Cl -6.38 -2.39 -1.30 0.673
C -4.57 -0.94 0.17 -0.687
Cl -5.88 0.14 0.42 0.676
O 0.18 -3.03 1.71 -0.205
C 1.08 -3.16 0.79 -0.598
O 1.11 -2.22 -0.08 -0.069
C 1.98 -4.34 0.85 -0.122
C 2.07 -4.95 2.10 0.015
C 2.93 -6.03 2.29 -0.034
C 3.66 -6.53 1.20 0.003
C 3.46 -6.00 -0.06 -0.158
C 2.60 -4.90 -0.26 0.094
N 4.23 -6.58 -1.12 -0.308
O 4.36 -5.90 -2.18 0.058
O 4.78 -7.69 -0.92 0.041
H 1.42 -4.54 2.90 0.140
H 3.03 -6.37 3.31 0.106
H 4.46 -7.26 1.39 0.126
H 2.50 -4.41 -1.28 0.157
F 4.02 -1.41 2.14 0.141
C 3.82 -0.16 1.68 -0.492
F 4.24 -0.10 0.37 0.115
F 4.57 0.72 2.42 0.115
C 2.39 0.30 1.74 -0.486
O 2.18 1.48 1.38 0.030
O 1.54 -0.62 2.12 -0.159
Cl -1.36 -0.94 3.37 0.033
C 0.53 3.23 -2.78 -0.111
C 1.12 2.46 -1.62 -0.550
C 1.60 1.04 -2.09 -0.091
C 2.29 3.32 -0.97 -0.071
Si -0.21 2.02 -0.30 0.575
O -0.32 0.40 0.17 -0.426
C -1.87 2.06 -1.23 -0.213
C -2.82 3.09 -1.07 -0.096
C -3.93 3.14 -1.90 -0.115
C -4.20 2.14 -2.80 -0.111
C -3.33 1.05 -2.92 -0.083
C -2.26 0.97 -2.04 -0.098
C -0.27 3.30 1.04 -0.211
C -0.29 2.93 2.40 -0.082
C -0.49 3.91 3.34 -0.096
C -0.68 5.22 2.98 -0.104
C -0.62 5.58 1.65 -0.109
C -0.47 4.65 0.64 -0.099
H 1.35 3.54 -3.45 0.091
H 0.03 4.15 -2.44 0.067
H -0.22 2.63 -3.31 0.076
H 2.25 1.12 -3.00 0.088
H 0.82 0.35 -2.43 0.068
H 2.17 0.47 -1.39 0.050
H 3.24 3.28 -1.53 0.084
H 2.55 3.04 0.04 0.041
H 1.91 4.34 -0.97 0.060
H -2.75 3.87 -0.32 0.094
H -4.58 4.01 -1.81 0.103
H -5.15 2.17 -3.35 0.100
H -3.51 0.26 -3.66 0.106
H -1.72 0.04 -1.94 0.089
H -0.12 1.87 2.64 0.087
H -0.50 3.67 4.40 0.103
H -0.84 6.00 3.71 0.097
H -0.78 6.61 1.37 0.098
H -0.48 4.88 -0.40 0.084
```

(3)
C31H23F2FeN7S3 | the ωB97M-V functional and the def2-TZVPD basis

Output
Charge ... +1
Multiplicity ... 2
Frontier orbital gap (spin up / spin down) ... 6.90 / 5.70 eV
Highest occupied orbital energy (spin up / spin down) ... -10.1152 / -10.3694 eV
Lowest unoccupied orbital energy (spin up / spin down) ... -3.21 / -4.67 eV
⟨S²⟩ ... 0.76
Max |F| ... 0.008 hartree/bohr
Calculated total energy ... -4236.2273 Ha
Relative energy (zero: lowest compared OMol25 entry of this formula, charge and spin) ... 12.0 kcal/mol

Geometry as XYZ:
```
67
Properties=species:S:1:pos:R:3:lowdin_charge:R:1
Fe 0.81 0.24 0.46 0.320
C -4.55 2.71 -0.36 -0.415
S -3.33 3.61 0.62 0.847
C -1.80 2.81 0.18 -1.062
S -1.52 2.64 -1.53 0.669
N -1.03 2.68 1.20 -0.046
N 0.23 2.12 1.07 -0.036
C 1.14 2.74 1.72 -0.039
C 2.45 2.09 1.85 -0.233
C 3.52 2.70 2.48 0.006
C 4.71 1.98 2.60 -0.033
C 4.76 0.69 2.11 -0.021
C 3.63 0.15 1.50 -0.066
N 2.50 0.83 1.37 0.045
H -5.44 3.35 -0.40 0.037
H -4.19 2.54 -1.37 -0.005
H -4.81 1.77 0.12 0.027
H 0.94 3.69 2.21 0.141
H 3.43 3.71 2.85 0.123
H 5.57 2.43 3.08 0.119
H 5.66 0.09 2.19 0.117
H 3.63 -0.85 1.10 0.121
F 1.31 -5.12 0.51 0.069
C 1.60 -3.95 -0.08 -0.273
C 1.17 -2.78 0.51 -0.032
C 1.45 -1.54 -0.07 -0.139
C 2.20 -1.54 -1.27 -0.133
C 2.59 -2.75 -1.83 -0.211
F 3.27 -2.77 -3.00 0.067
C 2.31 -3.97 -1.26 0.067
C 2.45 -0.21 -1.85 -0.191
C 3.37 0.07 -2.86 0.015
C 3.53 1.37 -3.30 -0.038
C 2.77 2.37 -2.73 -0.041
C 1.89 2.03 -1.72 -0.137
N 1.73 0.78 -1.28 0.023
H 0.61 -2.86 1.44 0.101
H 2.63 -4.90 -1.72 0.135
H 3.96 -0.73 -3.29 0.112
H 4.24 1.59 -4.08 0.116
H 2.84 3.40 -3.05 0.111
H 1.27 2.78 -1.25 0.066
N -3.06 -1.19 0.14 0.155
C -3.54 -1.20 -1.19 -0.222
C -4.80 -1.70 -1.46 -0.007
C -5.27 -1.72 -2.76 -0.054
C -4.49 -1.24 -3.80 -0.060
C -3.23 -0.74 -3.53 -0.079
C -2.75 -0.71 -2.23 -0.414
S -1.13 -0.08 -1.96 1.042
N -0.95 -0.24 -0.30 -0.276
C -1.83 -0.75 0.49 -0.284
C -1.40 -0.82 1.91 -0.161
C -2.23 -1.21 2.95 0.020
C -1.71 -1.22 4.24 -0.024
C -0.40 -0.84 4.43 -0.015
C 0.35 -0.45 3.34 -0.065
N -0.13 -0.44 2.10 0.057
H -3.63 -1.64 0.83 0.137
H -5.41 -2.08 -0.65 0.122
H -6.26 -2.12 -2.97 0.115
H -4.86 -1.25 -4.82 0.115
H -2.61 -0.36 -4.34 0.118
H -3.26 -1.49 2.78 0.115
H -2.33 -1.52 5.07 0.122
H 0.05 -0.83 5.42 0.119
H 1.38 -0.14 3.45 0.120
```